#a
Entry from the Open Molecules 2025 dataset: a cluster of 2 separate species, C4H13N3 in total (the ωB97M-V functional and the def2-TZVPD basis).

Calculated values
highest occupied orbital energy (alpha / beta): -15.710 / -15.704 eV
net charge: +2

Geometry (Å):
C: 1.534 0.598 0.407
C: -0.846 0.318 -0.065
C: -3.859 -1.448 0.066
C: -1.328 1.663 -0.202
N: 0.313 -0.189 0.176
N: 2.654 0.070 -0.425
N: 2.781 -1.237 0.097
H: 1.126 1.674 0.226
H: 1.683 0.514 1.544
H: -4.426 -0.670 -0.226
H: -3.609 -1.247 1.040
H: -3.759 -2.333 -0.647
H: -2.153 1.553 -0.866
H: -0.498 2.356 -0.202
H: -2.032 1.969 0.569
H: 0.586 -1.154 0.228
H: 2.487 -0.120 -1.377
H: 3.567 0.574 -0.490
H: 3.162 -1.062 1.024
H: 3.399 -1.875 -0.402


#b
Entry from the Open Molecules 2025 dataset: a cluster of 3 separate species, C4H13N3 in total (the ωB97M-V functional and the def2-TZVPD basis).

Calculated values
highest occupied orbital energy: -14.726 eV
net charge: +2

Geometry (Å):
C: -0.363 -2.536 -1.296
C: -1.658 -2.808 -1.170
C: 0.314 -5.124 -2.461
C: 0.786 8.350 3.763
N: 1.993 8.012 4.092
N: 0.693 -3.762 -2.566
N: -2.486 -2.114 -0.448
H: 0.473 -2.086 -0.939
H: -2.199 -3.557 -1.786
H: 0.838 -5.699 -3.085
H: 0.572 -5.563 -1.372
H: -0.675 -5.279 -2.556
H: -0.058 8.677 4.505
H: 0.442 8.464 2.684
H: 2.279 7.871 5.117
H: 2.686 7.833 3.313
H: 0.490 -3.316 -3.432
H: 1.468 -3.532 -2.028
H: -2.290 -1.179 -0.075
H: -3.307 -2.653 -0.259


So which one is most stable? That would be #b, about 5.529 eV below the next structure.


#a
Entry from the Open Molecules 2025 dataset: the molecule C2H7N3S (the ωB97M-V functional and the def2-TZVPD basis).

Calculated values
highest occupied orbital energy: -8.694 eV

Geometry (Å):
C: 2.433 0.240 -0.397
C: 0.208 0.979 0.262
H: 2.958 -0.539 -0.938
H: 3.104 0.426 0.457
H: 2.526 1.170 -0.969
H: 0.864 -1.088 1.491
H: 0.025 -1.666 0.259
H: 0.665 1.897 0.623
H: -1.144 -0.671 -1.220
N: 1.039 -0.099 -0.190
N: 0.982 -1.285 0.477
N: -1.042 1.024 0.379
S: -1.981 -0.270 -0.222


#b
Entry from the Open Molecules 2025 dataset: the molecule C2H7N3S (the ωB97M-V functional and the def2-TZVPD basis).

Calculated values
highest occupied orbital energy: -8.417 eV

Geometry (Å):
C: 0.601 -0.309 -2.019
C: 0.906 -0.700 0.355
H: 0.092 0.297 -2.792
H: 1.711 -0.256 -2.131
H: 0.265 -1.320 -2.274
H: -2.019 -0.854 -0.625
H: 1.316 -1.628 -0.035
H: 0.455 1.445 1.403
H: 0.738 0.968 2.984
N: 0.198 0.032 -0.649
N: 1.001 -0.481 1.640
N: 0.395 0.678 2.062
S: -1.422 0.362 -0.495


So which one is most stable? That would be #b, about 0.259 eV below the next structure.


#a
Entry from the Open Molecules 2025 dataset: the molecule C4H10FN (the ωB97M-V functional and the def2-TZVPD basis).

Calculated values
highest occupied orbital energy: -9.734 eV

Geometry (Å):
C: -0.779 -1.124 -0.247
C: 0.398 0.228 1.415
C: -0.032 1.125 -0.927
C: 0.312 -0.076 -0.061
N: 1.615 -0.736 -0.433
F: 2.707 -0.053 0.236
H: -1.346 -1.080 -1.121
H: -0.515 -2.129 -0.210
H: -1.426 -1.073 0.580
H: 1.097 1.135 1.582
H: 0.853 -0.662 2.014
H: -0.575 0.327 1.882
H: 0.914 1.658 -1.034
H: -0.282 0.843 -1.893
H: -0.888 1.807 -0.596
H: 1.972 -0.602 -1.422


#b
Entry from the Open Molecules 2025 dataset: the molecule C4H10FN (the ωB97M-V functional and the def2-TZVPD basis).

Calculated values
highest occupied orbital energy: -9.855 eV

Geometry (Å):
C: 0.546 -1.567 0.091
C: -0.560 -0.639 -0.071
C: -0.066 0.803 -0.214
C: 0.475 1.128 -1.577
H: 0.128 -2.623 0.147
H: 1.121 -1.382 1.058
H: 1.267 -1.586 -0.735
H: -1.117 -0.855 -0.976
H: -0.956 -0.407 1.842
H: -2.243 -0.303 0.845
H: -0.829 1.564 0.100
H: 0.918 0.335 -2.206
H: 1.225 1.957 -1.491
H: -0.305 1.714 -2.171
N: -1.448 -0.879 1.088
F: 0.950 1.044 0.734


So which one is most stable? That would be #b, about 2.322 eV below the next structure.


#a
Entry from the Open Molecules 2025 dataset: a structure of composition C3H4NO (the ωB97M-V functional and the def2-TZVPD basis).

Calculated values
highest occupied orbital energy (alpha / beta): -16.780 / -16.794 eV
net charge: +1

Geometry (Å):
C: 1.415 0.179 0.289
C: 1.118 1.467 0.367
C: -0.745 0.716 0.087
N: 0.126 -0.313 0.192
O: -0.125 1.859 0.326
H: 2.374 -0.211 0.396
H: -1.881 0.691 -0.060
H: -1.131 -1.803 -0.640
H: -1.151 -2.585 -0.957


#b
Entry from the Open Molecules 2025 dataset: a cluster of 2 separate species, C3H4NO in total (the ωB97M-V functional and the def2-TZVPD basis).

Calculated values
highest occupied orbital energy: -16.797 eV
net charge: +1

Geometry (Å):
C: -1.624 0.503 1.877
C: 1.536 0.041 -2.239
C: 0.066 -0.262 0.189
N: -0.914 0.166 1.023
O: 2.099 -0.003 -3.184
H: -1.986 0.889 2.773
H: 0.808 -0.876 0.753
H: 0.374 0.452 -0.610
H: -0.358 -0.910 -0.583


#c
Entry from the Open Molecules 2025 dataset: a structure of composition C3H4NO (the ωB97M-V functional and the def2-TZVPD basis).

Calculated values
highest occupied orbital energy: -17.024 eV
net charge: +1

Geometry (Å):
C: 1.799 0.086 -0.009
C: -0.366 0.785 0.060
C: -0.713 -0.456 0.022
N: 1.352 -1.065 -0.096
O: 0.964 1.145 -0.079
H: 2.852 0.327 0.406
H: -0.989 1.659 0.189
H: -1.436 -1.064 0.456
H: 0.173 -1.188 -0.149


#d
Entry from the Open Molecules 2025 dataset: the ion C3H4NO with charge +1 (the ωB97M-V functional and the def2-TZVPD basis).

Calculated values
highest occupied orbital energy (alpha / beta): -14.797 / -14.775 eV
net charge: +1

Geometry (Å):
C: -0.299 0.723 0.367
C: 0.079 0.702 -2.021
C: -0.165 -0.533 1.273
N: 0.034 -1.634 0.761
O: 0.019 0.768 -0.856
H: -0.514 1.637 1.022
H: 0.234 -1.855 -0.213
H: 0.827 0.555 -2.769
H: -0.215 -0.362 2.436


So which one is most stable? That would be #b, about 2.941 eV below the next structure.


#a
Entry from the Open Molecules 2025 dataset: the ion C3H4NO with charge +1 (the ωB97M-V functional and the def2-TZVPD basis).

Calculated values
highest occupied orbital energy: -15.698 eV
net charge: +1

Geometry (Å):
C: 1.650 0.015 0.258
C: -0.842 0.374 -0.270
C: 0.476 -0.504 -0.024
N: -2.038 0.129 -0.196
O: -3.128 -0.194 -0.036
H: 1.991 0.986 0.324
H: 2.311 -0.734 0.552
H: -0.832 1.526 -0.255
H: 0.412 -1.598 -0.352


#b
Entry from the Open Molecules 2025 dataset: the ion C3H4NO with charge +1 (the ωB97M-V functional and the def2-TZVPD basis).

Calculated values
highest occupied orbital energy (alpha / beta): -14.516 / -14.516 eV
net charge: +1

Geometry (Å):
C: 1.820 -0.038 -0.044
C: -0.915 0.026 0.332
C: -2.269 -0.099 -0.102
N: 0.513 0.196 -0.412
O: -3.403 -0.352 -0.184
H: 1.727 -0.303 1.023
H: 2.673 0.222 -0.677
H: -0.589 -0.389 1.370
H: 0.443 0.736 -1.305


#c
Entry from the Open Molecules 2025 dataset: the ion C3H4NO with charge +1 (the ωB97M-V functional and the def2-TZVPD basis).

Calculated values
highest occupied orbital energy (alpha / beta): -15.442 / -15.545 eV
net charge: +1

Geometry (Å):
C: -1.149 -0.113 0.554
C: -0.460 0.536 1.594
C: 0.970 0.036 -0.204
N: -0.412 -0.148 -0.519
O: 0.952 0.535 1.101
H: -2.225 -0.310 0.331
H: 1.549 -0.765 -0.420
H: 1.390 0.717 -1.061
H: -0.615 -0.489 -1.375


So which one is most stable? That would be #b, about 1.349 eV below the next structure.


#a
Entry from the Open Molecules 2025 dataset: the molecule C6H15N3 (the ωB97M-V functional and the def2-TZVPD basis).

Calculated values
highest occupied orbital energy: -8.328 eV

Geometry (Å):
C: 0.806 0.093 -0.446
C: 0.454 -1.374 -0.156
C: 0.746 0.310 1.073
C: -0.313 -1.678 2.227
C: -0.035 2.230 -1.168
C: -0.195 0.329 -2.597
N: 0.643 -1.137 1.275
N: -0.196 0.791 -1.223
N: -1.496 -0.902 2.532
H: 1.821 0.224 -0.857
H: -1.250 -0.058 3.032
H: -1.993 -0.644 1.688
H: 1.135 -2.132 -0.546
H: -0.575 -1.620 -0.439
H: 1.630 0.744 1.544
H: -0.142 0.875 1.374
H: -0.631 -2.651 1.834
H: 0.213 -1.846 3.174
H: 0.907 2.568 -1.629
H: -0.866 2.695 -1.696
H: -0.050 2.563 -0.133
H: -1.025 0.794 -3.126
H: 0.741 0.576 -3.122
H: -0.327 -0.751 -2.617


#b
Entry from the Open Molecules 2025 dataset: the molecule C6H15N3 (the ωB97M-V functional and the def2-TZVPD basis).

Calculated values
highest occupied orbital energy: -7.891 eV

Geometry (Å):
C: -1.870 0.518 0.032
C: -0.504 -0.299 -0.277
C: 0.698 0.535 0.014
C: 1.727 -0.749 0.401
C: 0.911 1.914 0.748
C: 1.228 1.783 -0.628
H: -2.911 -0.247 -1.115
H: -3.249 -1.033 0.335
H: -2.052 0.768 1.136
H: -1.894 1.662 -0.552
H: -0.671 -0.674 -1.456
H: -0.233 -1.392 1.397
H: -1.281 -2.213 0.324
H: 1.871 -1.271 1.513
H: 2.645 -0.111 0.360
H: 1.343 -2.603 -0.440
H: 2.124 -1.200 -1.387
H: 1.552 2.014 1.573
H: -0.155 2.438 0.720
H: 2.239 1.707 -1.320
H: 0.717 2.757 -1.232
N: -3.307 -0.048 -0.186
N: -0.526 -1.544 0.445
N: 1.949 -1.668 -0.488


#c
Entry from the Open Molecules 2025 dataset: a structure of composition C6H15N3 (the ωB97M-V functional and the def2-TZVPD basis).

Calculated values
highest occupied orbital energy: -7.425 eV

Geometry (Å):
C: -1.503 -0.291 1.201
C: -1.382 1.247 -0.829
C: -0.291 -2.400 -0.528
C: -0.857 0.040 -0.111
C: -0.118 -0.917 -0.829
H: -0.058 -0.711 -1.898
H: -1.885 0.601 1.700
H: -0.802 -0.778 1.877
H: -2.353 -0.967 1.046
H: -0.712 1.556 -1.632
H: -1.515 2.093 -0.152
H: -2.363 1.019 -1.262
H: -1.289 -2.758 -0.797
H: 0.439 -2.985 -1.089
H: -0.130 -2.606 0.532
N: 2.267 -0.431 0.377
N: 1.568 2.000 -0.376
C: 1.161 1.439 0.819
N: 1.606 0.303 1.291
H: 2.478 -1.320 0.827
H: 1.212 -0.733 -0.435
H: 1.588 3.005 -0.423
H: 2.362 1.534 -0.795
H: 0.578 2.059 1.487


So which one is most stable? That would be #a, about 1.478 eV below the next structure.


#a
Entry from the Open Molecules 2025 dataset: the molecule C2H3ClO2S (the ωB97M-V functional and the def2-TZVPD basis).

Calculated values
highest occupied orbital energy (alpha / beta): -7.939 / -8.858 eV

Geometry (Å):
C: 1.283 -0.395 0.000
C: 0.410 -0.325 1.181
O: 1.889 0.746 -0.178
O: 4.222 -0.141 0.511
S: 3.557 1.020 -0.045
Cl: 2.181 -1.951 -0.280
H: 0.942 -0.856 1.999
H: -0.685 -0.724 1.037
H: 0.252 0.715 1.313


#b
Entry from the Open Molecules 2025 dataset: a cluster of 2 separate species, C2H3ClO2S in total (the ωB97M-V functional and the def2-TZVPD basis).

Calculated values
highest occupied orbital energy: -9.411 eV

Geometry (Å):
C: -0.448 -0.925 0.262
C: -1.616 -0.210 -0.331
O: 0.410 1.802 -0.054
O: -2.562 -0.100 -1.009
S: -0.527 0.992 0.829
Cl: 3.004 0.387 -0.214
H: -0.650 -1.664 1.079
H: 0.517 -1.203 -0.331
H: 1.872 0.921 -0.231


So which one is most stable? That would be #b, about 0.605 eV below the next structure.